No. 1
DFT (the ωB97M-V functional and the def2-TZVPD basis) results for a 6-piece molecular cluster, C15H45ClO24P5 overall.

Computed properties:
spin multiplicity = 2
charge = 0
Kohn-Sham gap (alpha / beta) = 10.1 / 4.5 eV
LUMO energy (alpha / beta) = 0.3335 / -5.1828 eV
highest occupied orbital energy (alpha / beta) = -9.72 / -9.72 eV
<S²> = 0.765
relative energy (zero: lowest compared OMol25 entry of this formula, charge and spin) = 5.3 kJ/mol
E = -124389.2132 eV

Geometry (Å):
Cl (-0.940, -0.651, 0.206)
O (-0.089, -1.211, -0.822)
O (-0.217, -0.104, 1.308)
O (-1.746, 0.436, -0.283)
O (-1.831, -1.679, 0.689)
C (-0.252, -4.580, 3.530)
O (-0.337, -3.185, 3.571)
P (0.948, -2.322, 4.055)
O (0.659, -0.867, 4.104)
O (1.367, -3.079, 5.479)
C (2.666, -2.989, 6.014)
O (2.175, -2.801, 3.072)
C (2.138, -2.838, 1.692)
H (-1.148, -4.870, 2.982)
H (-0.244, -4.943, 4.558)
H (0.669, -4.868, 3.022)
H (3.388, -2.555, 5.323)
H (3.092, -3.933, 6.355)
H (2.699, -2.346, 6.894)
H (2.838, -2.141, 1.231)
H (1.126, -2.706, 1.307)
H (2.413, -3.851, 1.399)
C (-2.605, 3.562, 0.385)
O (-1.254, 3.750, 0.656)
P (-0.673, 3.864, 2.136)
O (-0.660, 2.610, 2.922)
O (0.786, 4.538, 1.971)
C (1.345, 4.769, 0.674)
O (-1.432, 5.097, 2.867)
C (-1.509, 6.390, 2.343)
H (-2.683, 2.997, -0.544)
H (-3.158, 4.485, 0.211)
H (-3.131, 2.976, 1.138)
H (0.656, 4.650, -0.163)
H (2.174, 4.069, 0.566)
H (1.814, 5.752, 0.650)
H (-0.839, 7.070, 2.870)
H (-2.526, 6.731, 2.537)
H (-1.483, 6.530, 1.262)
C (4.988, 2.982, 1.660)
O (3.832, 2.746, 2.376)
P (2.849, 1.490, 2.089)
O (1.707, 1.362, 3.000)
O (2.358, 1.757, 0.580)
C (3.110, 1.227, -0.531)
O (3.788, 0.188, 1.972)
C (4.595, -0.191, 3.105)
H (5.755, 3.303, 2.365)
H (4.880, 3.769, 0.913)
H (5.371, 2.152, 1.066)
H (3.219, 2.004, -1.287)
H (2.461, 0.498, -1.016)
H (4.060, 0.750, -0.290)
H (4.218, -1.048, 3.664)
H (4.864, 0.646, 3.749)
H (5.554, -0.553, 2.735)
C (0.661, -2.731, -8.143)
O (1.111, -2.607, -6.800)
P (2.605, -2.153, -6.303)
O (3.109, -0.893, -6.871)
O (2.611, -2.154, -4.681)
C (2.329, -0.953, -3.987)
O (3.589, -3.371, -6.762)
C (3.549, -4.595, -6.139)
H (1.418, -2.955, -8.896)
H (0.218, -1.788, -8.464)
H (-0.112, -3.493, -8.244)
H (1.898, -0.160, -4.598)
H (3.221, -0.546, -3.513)
H (1.616, -1.149, -3.187)
H (3.499, -5.355, -6.919)
H (2.680, -4.685, -5.488)
H (4.440, -4.759, -5.533)
C (-5.243, -1.280, 0.116)
O (-6.383, -1.194, -0.661)
P (-7.030, 0.247, -0.941)
O (-8.189, 0.231, -1.845)
O (-5.804, 1.135, -1.537)
C (-5.228, 0.783, -2.737)
O (-7.439, 0.831, 0.462)
C (-8.486, 0.277, 1.242)
H (-5.535, -1.884, 0.975)
H (-4.954, -0.295, 0.483)
H (-4.408, -1.751, -0.403)
H (-5.858, 0.183, -3.394)
H (-4.329, 0.221, -2.484)
H (-4.944, 1.663, -3.315)
H (-8.332, -0.699, 1.703)
H (-9.298, 0.030, 0.558)
H (-8.789, 1.012, 1.988)

Atoms 1-6, force components in eV/Å:
Cl -0.2 -2.8 -2.4
O -0.7 1.1 1.2
O 0.6 0.6 1.1
O 0.0 0.5 0.0
O 0.3 0.6 0.2
C -0.1 -0.4 0.1

***

No. 2
DFT (the ωB97M-V functional and the def2-TZVPD basis) results for a 8-piece molecular cluster, C15H45N5O12S2 overall.

Computed properties:
spin multiplicity = 1
charge = 0
Kohn-Sham gap = 8.3 eV
LUMO energy = -0.5213 eV
highest occupied orbital energy = -8.80 eV
relative energy (zero: lowest compared OMol25 entry of this formula, charge and spin) = 0.0 kJ/mol
E = -69968.6546 eV
structure (SMILES) = CS(=O)(=O)[C@@]1(CON=O)NC(=O)C[C@]1(S)CC(N)(N)N.CO.CO.CO.CO.CO.CO.CO

Geometry (Å):
C (-2.348, 0.735, 0.663)
S (-1.672, -0.515, -0.416)
O (-1.271, -1.601, 0.424)
O (-2.730, -0.929, -1.303)
C (-0.296, 0.192, -1.449)
C (-1.060, 0.737, -2.653)
O (-0.261, 1.662, -3.416)
N (-0.614, 1.511, -4.778)
O (0.306, 1.677, -5.478)
N (0.332, 1.164, -0.588)
C (1.077, 0.526, 0.386)
O (1.289, 0.878, 1.466)
C (1.566, -0.738, -0.318)
C (0.903, -0.746, -1.708)
S (0.378, -2.538, -1.956)
C (1.794, -0.484, -2.952)
C (2.911, 0.560, -2.859)
N (3.964, 0.193, -1.962)
N (2.472, 1.912, -2.503)
N (3.497, 0.599, -4.252)
H (-2.517, 1.679, 0.154)
H (-3.243, 0.388, 1.154)
H (-1.608, 0.937, 1.425)
H (-1.340, -0.097, -3.280)
H (-1.947, 1.254, -2.313)
H (-0.180, 2.002, -0.344)
H (1.172, -1.549, 0.285)
H (2.635, -0.883, -0.234)
H (1.608, -3.078, -2.009)
H (2.295, -1.414, -3.163)
H (1.207, -0.282, -3.832)
H (4.245, -0.772, -2.056)
H (4.755, 0.815, -2.039)
H (3.273, 2.481, -2.249)
H (2.091, 2.357, -3.327)
H (2.779, 0.831, -4.932)
H (4.176, 1.350, -4.231)
C (-2.789, 3.190, 4.007)
O (-2.320, 1.947, 3.487)
H (-3.559, 3.567, 3.337)
H (-3.220, 3.046, 5.001)
H (-1.974, 3.916, 4.062)
H (-1.639, 1.616, 4.081)
C (-6.754, 2.725, 2.470)
O (-5.835, 3.724, 2.036)
H (-6.205, 1.997, 3.062)
H (-7.539, 3.169, 3.088)
H (-7.203, 2.221, 1.611)
H (-6.329, 4.363, 1.512)
C (6.736, -2.963, -0.904)
O (6.170, -1.702, -1.266)
H (5.973, -3.726, -1.025)
H (7.588, -3.205, -1.543)
H (7.058, -2.936, 0.139)
H (6.854, -1.032, -1.154)
C (4.175, -1.651, 2.472)
O (5.561, -1.726, 2.145)
H (4.080, -1.727, 3.553)
H (3.759, -0.696, 2.141)
H (3.628, -2.475, 2.007)
H (5.630, -1.655, 1.185)
C (4.229, -0.504, 6.359)
O (5.611, -0.583, 6.025)
H (4.136, -0.575, 7.440)
H (3.814, 0.451, 6.026)
H (3.679, -1.329, 5.899)
H (5.686, -0.520, 5.066)
C (-5.901, 0.291, -1.595)
O (-6.747, 1.244, -0.943)
H (-4.867, 0.592, -1.456)
H (-6.047, -0.697, -1.160)
H (-6.127, 0.261, -2.663)
H (-7.657, 0.959, -1.077)
C (-5.181, -3.228, -0.800)
O (-5.872, -3.792, -1.916)
H (-5.917, -2.845, -0.097)
H (-4.576, -3.994, -0.308)
H (-4.539, -2.412, -1.135)
H (-5.206, -4.125, -2.527)

Atoms 1-6, force components in eV/Å:
C 1.5 0.9 -0.2
S -2.3 -2.2 0.3
O 1.4 0.2 1.0
O -0.4 0.7 -1.2
C 0.3 1.0 0.0
C 0.3 0.6 0.0

***

No. 3
DFT (the ωB97M-V functional and the def2-TZVPD basis) results for a 8-piece molecular cluster, C15H46N2O15 overall.

Computed properties:
spin multiplicity = 1
charge = 0
Kohn-Sham gap = 8.9 eV
LUMO energy = 0.0399 eV
highest occupied orbital energy = -8.85 eV
relative energy (zero: lowest compared OMol25 entry of this formula, charge and spin) = 56.1 kJ/mol
E = -49990.8937 eV
structure (SMILES) = NC(N)=O.OCCO.OCCO.OCCO.OCCO.OCCO.OCCO.OCCO

Geometry (Å):
N (0.431, 0.766, -0.867)
C (-0.216, 0.310, 0.226)
N (-1.015, -0.766, 0.007)
O (-0.010, 0.771, 1.352)
H (1.155, 1.449, -0.720)
H (0.294, 0.339, -1.763)
H (-1.180, -1.073, -0.942)
H (-1.581, -1.136, 0.751)
O (1.111, 1.377, 3.772)
C (0.691, 2.476, 4.538)
C (0.648, 3.814, 3.823)
O (-0.310, 3.973, 2.788)
H (0.356, 1.122, 3.221)
H (-0.292, 2.271, 4.987)
H (1.337, 2.659, 5.402)
H (1.638, 4.029, 3.406)
H (0.439, 4.552, 4.601)
H (0.025, 3.483, 2.028)
O (-1.728, -1.669, -2.615)
C (-2.014, -1.132, -3.908)
C (-2.386, -2.194, -4.906)
O (-1.309, -3.100, -5.145)
H (-1.061, -2.359, -2.757)
H (-2.879, -0.483, -3.761)
H (-1.221, -0.490, -4.303)
H (-2.528, -1.665, -5.857)
H (-3.282, -2.728, -4.577)
H (-1.138, -3.189, -6.079)
O (3.869, -1.556, -5.067)
C (2.674, -2.201, -4.621)
C (2.333, -1.792, -3.199)
O (1.759, -0.468, -3.197)
H (3.595, -0.695, -5.398)
H (1.862, -1.908, -5.289)
H (2.825, -3.280, -4.675)
H (3.254, -1.692, -2.614)
H (1.767, -2.528, -2.626)
H (2.506, 0.136, -3.148)
O (2.632, 2.143, 1.347)
C (3.933, 1.642, 1.632)
C (4.380, 0.473, 0.820)
O (3.551, -0.641, 1.193)
H (1.998, 1.447, 1.600)
H (4.567, 2.528, 1.500)
H (4.020, 1.494, 2.715)
H (5.428, 0.219, 1.001)
H (4.161, 0.621, -0.247)
H (3.891, -1.480, 0.879)
O (-3.771, -2.982, 1.267)
C (-2.923, -3.817, 0.453)
C (-3.501, -4.007, -0.938)
O (-4.674, -4.813, -0.920)
H (-4.359, -3.588, 1.728)
H (-1.905, -3.422, 0.437)
H (-2.847, -4.745, 1.029)
H (-2.814, -4.584, -1.568)
H (-3.525, -3.080, -1.518)
H (-5.374, -4.259, -0.551)
O (0.015, 5.658, 0.292)
C (-0.045, 4.567, -0.643)
C (1.348, 4.275, -1.183)
O (1.878, 5.425, -1.845)
H (-0.832, 5.656, 0.746)
H (-0.500, 3.743, -0.088)
H (-0.675, 4.859, -1.489)
H (1.296, 3.455, -1.907)
H (2.035, 4.031, -0.375)
H (1.706, 5.344, -2.785)
O (-0.271, -1.243, 5.081)
C (-1.587, -0.765, 5.217)
C (-2.639, -1.382, 4.307)
O (-2.314, -1.366, 2.930)
H (0.040, -1.193, 4.172)
H (-1.922, -0.829, 6.251)
H (-1.540, 0.318, 5.026)
H (-3.541, -0.774, 4.400)
H (-2.828, -2.381, 4.712)
H (-2.915, -1.973, 2.454)

Atoms 1-6, force components in eV/Å:
N -0.2 0.5 -0.1
C 0.3 -0.7 0.8
N -0.1 -0.1 -0.3
O -0.1 0.3 -0.2
H 0.0 0.0 0.0
H 0.3 0.0 -0.1

***

No. 4
DFT (the ωB97M-V functional and the def2-TZVPD basis) results for a 8-piece molecular cluster, C15H46N2O15 overall.

Computed properties:
spin multiplicity = 1
charge = 0
Kohn-Sham gap = 9.6 eV
LUMO energy = 0.2448 eV
highest occupied orbital energy = -9.36 eV
relative energy (zero: lowest compared OMol25 entry of this formula, charge and spin) = 85.8 kJ/mol
E = -49990.5860 eV
structure (SMILES) = NC(N)=O.OCCO.OCCO.OCCO.OCCO.OCCO.OCCO.OCCO

Geometry (Å):
N (-20.549, 4.620, 1.577)
C (-19.569, 5.008, 0.807)
N (-18.295, 5.216, 1.178)
O (-19.904, 5.152, -0.392)
H (-20.397, 4.120, 2.454)
H (-21.416, 4.592, 1.045)
H (-17.623, 5.559, 0.486)
H (-17.999, 5.573, 2.076)
O (-17.436, 6.610, 3.617)
C (-16.437, 7.234, 4.396)
C (-15.335, 6.313, 4.603)
O (-14.990, 5.845, 3.232)
H (-18.121, 7.241, 3.379)
H (-15.998, 8.050, 3.886)
H (-16.900, 7.550, 5.334)
H (-15.603, 5.406, 5.139)
H (-14.403, 6.804, 4.930)
H (-15.615, 5.186, 2.934)
O (-23.688, 1.562, -0.312)
C (-22.337, 1.505, 0.163)
C (-21.491, 2.548, -0.625)
O (-22.311, 3.810, -0.708)
H (-23.817, 2.479, -0.549)
H (-22.362, 1.854, 1.215)
H (-22.011, 0.449, 0.091)
H (-21.138, 2.312, -1.620)
H (-20.618, 2.790, -0.081)
H (-21.776, 4.434, -1.174)
O (-21.931, 9.433, 1.969)
C (-21.714, 8.069, 2.242)
C (-20.214, 7.773, 2.411)
O (-19.769, 8.819, 3.354)
H (-22.307, 9.468, 1.060)
H (-22.216, 7.872, 3.182)
H (-22.277, 7.477, 1.576)
H (-19.598, 7.746, 1.524)
H (-20.152, 6.837, 2.951)
H (-19.902, 9.641, 2.870)
O (-21.643, 1.783, 3.742)
C (-22.948, 1.755, 4.275)
C (-23.368, 3.190, 4.541)
O (-24.721, 3.280, 4.911)
H (-21.278, 0.891, 3.772)
H (-23.663, 1.310, 3.565)
H (-23.037, 1.211, 5.195)
H (-23.173, 3.809, 3.639)
H (-22.795, 3.601, 5.393)
H (-25.215, 3.137, 4.115)
O (-22.233, 8.783, -2.002)
C (-21.294, 7.804, -1.578)
C (-20.032, 7.875, -2.381)
O (-18.935, 7.444, -1.503)
H (-23.074, 8.409, -2.250)
H (-21.046, 8.072, -0.556)
H (-21.733, 6.782, -1.522)
H (-19.840, 8.898, -2.645)
H (-19.962, 7.269, -3.291)
H (-19.233, 6.597, -1.086)
O (-19.244, 2.719, 4.292)
C (-18.544, 1.814, 3.481)
C (-18.441, 0.370, 3.975)
O (-19.760, -0.198, 3.911)
H (-20.216, 2.560, 4.248)
H (-18.837, 1.852, 2.399)
H (-17.549, 2.170, 3.359)
H (-18.002, 0.306, 4.951)
H (-17.849, -0.153, 3.231)
H (-19.720, -1.131, 4.145)
O (-16.059, 7.244, -1.655)
C (-15.510, 8.320, -0.921)
C (-14.600, 7.912, 0.264)
O (-15.492, 7.057, 0.947)
H (-17.006, 7.278, -1.608)
H (-15.024, 9.047, -1.547)
H (-16.281, 8.826, -0.301)
H (-14.331, 8.781, 0.906)
H (-13.623, 7.497, 0.004)
H (-15.310, 6.797, 1.853)

Atoms 1-6, force components in eV/Å:
N -1.0 -0.7 2.8
C 0.8 0.6 -2.8
N 1.2 0.3 0.4
O 0.7 0.6 -0.8
H -0.2 0.4 -0.4
H 0.0 -0.5 0.5